A | # C2H8N4O

A 2-piece molecular cluster, C2H8N4O overall (wB97M-V/def2-TZVPD, OMol25).

Structure (XYZ):
```
15
Properties=species:S:1:pos:R:3
H -0.760 1.911 -2.053
N -0.959 1.465 -1.150
N 0.000 1.556 -0.360
C -0.189 1.003 0.883
C 0.869 0.691 1.640
O -1.470 0.762 1.343
H 1.876 0.872 1.276
H 0.771 0.243 2.621
H -1.411 0.444 2.256
N 0.932 -1.507 -1.378
N -0.451 -1.883 -1.210
H 1.541 -2.014 -0.730
H 1.078 -0.509 -1.187
H -0.762 -1.803 -0.236
H -1.065 -1.232 -1.716
```

Summary:
LUMO energy   -0.429 eV
Molecular weight   104.11 g mol⁻¹
SMILES   [H]/N=N/C(=C)O.NN
Charge   0
Orbital gap   8.1 eV

***

B | # C2H8N4O

A 3-piece molecular cluster, C2H8N4O overall (wB97M-V/def2-TZVPD, OMol25).

Structure (XYZ):
```
15
Properties=species:S:1:pos:R:3
C -0.096 0.094 1.836
N 0.885 0.794 1.328
O -1.025 -0.973 0.351
H -1.986 -0.906 0.386
H 0.407 1.444 0.158
H 1.749 0.265 1.246
H 0.081 -0.798 2.430
H -1.023 0.621 2.038
C 0.773 -1.290 -1.710
N -0.562 0.584 -1.485
N 0.450 -0.087 -1.939
N -0.326 1.619 -0.776
H -1.175 2.160 -0.652
H 1.584 -1.700 -2.301
H 0.266 -1.827 -0.908
```

Summary:
LUMO energy   -0.238 eV
Molecular weight   104.11 g mol⁻¹
Charge   0
Orbital gap   8.1 eV

***

C | # C2H8N4O

C2H8N4O as an isolated structure (wB97M-V/def2-TZVPD, OMol25).

Structure (XYZ):
```
15
Properties=species:S:1:pos:R:3
C 0.475 0.341 0.346
C -2.300 0.797 -0.479
N 0.157 -0.871 -0.185
N 0.246 -1.896 0.609
O -1.531 0.178 0.498
N 2.402 0.012 0.142
N 2.857 0.711 -0.718
H 0.154 -2.799 0.172
H 0.257 -1.775 1.619
H 3.902 0.645 -0.765
H 0.543 0.496 1.420
H 0.430 1.183 -0.330
H -3.175 0.201 -0.781
H -2.688 1.774 -0.144
H -1.729 1.004 -1.405
```

Summary:
LUMO energy (alpha / beta)   -0.285 / -0.157 eV
Molecular weight   104.11 g mol⁻¹
Charge   0
Orbital gap (alpha / beta)   7.1 / 7.2 eV

***

Preferred: A; penalty for the next structure: 45.6 kcal/mol.

***

A | # C3H9NO

A 2-piece molecular cluster, C3H9NO overall (wB97M-V/def2-TZVPD, OMol25).

Structure (XYZ):
```
14
Properties=species:S:1:pos:R:3
C 3.282 -0.674 -0.149
O 4.154 -0.824 0.689
H 2.249 -0.587 0.064
H 3.415 -1.154 -1.114
C -2.061 0.872 -0.751
C -1.492 0.068 0.464
N -0.078 -0.201 0.455
H -3.084 0.998 -0.988
H -1.630 0.410 -1.618
H -1.529 1.892 -0.817
H -1.947 -0.948 0.481
H -1.779 0.429 1.409
H 0.164 -0.975 1.094
H 0.337 0.696 0.780
```

Summary:
LUMO energy   0.686 eV
Molecular weight   75.11 g mol⁻¹
SMILES   C=O.CCN
Charge   0
Orbital gap   10.3 eV

***

B | # C3H9NO

A 2-piece molecular cluster, C3H9NO overall (wB97M-V/def2-TZVPD, OMol25).

Structure (XYZ):
```
14
Properties=species:S:1:pos:R:3
C 0.434 -1.741 1.689
O 1.271 -0.886 1.952
H -0.584 -1.523 1.495
H 0.767 -2.624 1.150
C -0.873 0.694 -2.273
N -0.899 0.483 -0.757
C 0.144 1.322 -0.124
H -1.164 1.742 -2.286
H 0.000 0.220 -2.912
H -1.736 0.295 -2.839
H -0.538 -0.466 -0.772
H 1.087 0.879 -0.398
H 0.039 1.180 0.953
H 0.023 2.352 -0.460
```

Summary:
LUMO energy   0.298 eV
Molecular weight   75.11 g mol⁻¹
SMILES   C=O.CNC
Charge   0
Orbital gap   9.5 eV

***

C | # C3H9NO

A 2-piece molecular cluster, C3H9NO overall (wB97M-V/def2-TZVPD, OMol25).

Structure (XYZ):
```
14
Properties=species:S:1:pos:R:3
C 1.824 1.159 1.423
C 0.353 0.903 1.549
O -0.124 -0.200 1.425
H 1.990 1.788 0.541
H 2.182 1.719 2.285
H 2.386 0.239 1.296
H -0.302 1.683 1.981
C -1.608 -1.428 -1.465
N -0.358 -0.660 -1.443
H -2.236 -1.235 -2.336
H -1.377 -2.482 -1.314
H -2.229 -1.163 -0.606
H -0.030 -0.528 -2.388
H -0.471 0.206 -0.946
```

Summary:
LUMO energy   1.027 eV
Molecular weight   75.11 g mol⁻¹
SMILES   CC=O.CN
Charge   0
Orbital gap   9.9 eV

***

D | # C3H9NO

A 2-piece molecular cluster, C3H9NO overall (wB97M-V/def2-TZVPD, OMol25).

Structure (XYZ):
```
14
Properties=species:S:1:pos:R:3
C 0.782 -0.264 1.385
C -0.155 0.547 0.775
C -1.022 -0.199 -0.315
N -2.319 0.575 -0.649
H 1.878 -0.195 1.188
H 0.393 -1.072 2.015
H -0.805 1.279 1.331
H -0.445 -0.460 -1.205
H -1.278 -1.054 0.195
H -2.670 -0.143 -1.218
H -2.795 0.525 0.239
O 3.054 0.190 -0.962
H 2.130 0.546 -1.041
H 3.250 -0.275 -1.736
```

Summary:
LUMO energy   -0.845 eV
Molecular weight   75.11 g mol⁻¹
SMILES   C=CCN.O
Charge   0
Orbital gap   6.5 eV

***

Preferred: C; penalty for the next structure: 22.4 kcal/mol.

***

A | # C3H9NO

A 2-piece molecular cluster, C3H9NO overall (wB97M-V/def2-TZVPD, OMol25).

Structure (XYZ):
```
14
Properties=species:S:1:pos:R:3
C -0.721 1.536 -1.658
C -0.476 0.861 -0.537
C -1.358 -0.290 -0.062
N -0.671 -1.183 0.874
H 0.016 2.200 -2.088
H -1.709 1.547 -2.107
H 0.188 1.298 0.188
H -2.271 0.032 0.434
H -1.499 -0.855 -0.981
H 0.334 -1.222 0.729
H -0.696 -0.807 1.818
O 2.469 -0.602 0.935
H 2.947 -0.182 1.652
H 3.094 -1.178 0.477
```

Summary:
LUMO energy   0.649 eV
Molecular weight   75.11 g mol⁻¹
SMILES   C=CCN.O
Charge   0
Orbital gap   9.5 eV

***

B | # C3H9NO

C3H9NO in the gas phase (wB97M-V/def2-TZVPD, OMol25).

Structure (XYZ):
```
14
Properties=species:S:1:pos:R:3
C -2.029 -0.447 0.131
C -0.927 -0.223 -0.921
N 0.205 0.613 -0.570
C 1.395 -0.040 -0.091
O 1.638 0.209 1.317
H -2.816 0.303 0.056
H -1.705 -0.381 1.160
H -2.477 -1.429 -0.033
H -0.535 -1.223 -1.107
H -1.376 -0.010 -1.888
H -0.046 1.467 -0.102
H 2.253 0.436 -0.554
H 1.288 -1.114 -0.176
H 0.804 0.120 1.784
```

Summary:
LUMO energy   1.020 eV
Molecular weight   75.11 g mol⁻¹
SMILES   CCNCO
Charge   0
Orbital gap   9.9 eV

***

C | # C3H9NO

C3H9NO in the gas phase (wB97M-V/def2-TZVPD, OMol25).

Structure (XYZ):
```
14
Properties=species:S:1:pos:R:3
N 0.992 1.387 -0.871
C 0.223 0.199 -1.090
C -0.009 -0.913 -0.012
C -0.460 -0.489 1.290
O -1.372 0.659 1.144
H 2.011 1.201 -0.768
H 0.978 2.017 -0.022
H -0.715 0.723 -1.328
H 0.312 -0.367 -2.102
H 1.069 -1.404 0.074
H -0.535 -1.751 -0.522
H -1.002 -1.324 1.988
H 0.524 -0.150 1.858
H -2.017 0.211 0.362
```

Summary:
LUMO energy   0.864 eV
Molecular weight   75.11 g mol⁻¹
SMILES   NCCCO
Charge   0
Orbital gap   10.1 eV

***

Preferred: B; penalty for the next structure: 15.3 kcal/mol.

***

A | # C5H8N3

C5H8N3 as an isolated structure (wB97M-V/def2-TZVPD, OMol25).

Structure (XYZ):
```
16
Properties=species:S:1:pos:R:3
C -1.607 -1.884 0.247
C 2.355 1.659 -2.278
C -1.110 -0.013 2.716
C 0.794 0.682 -0.618
C -0.828 -0.837 0.194
N 1.431 1.311 -1.527
N -0.823 0.477 1.615
N -0.031 -0.327 -0.808
H -1.666 -2.596 -0.563
H -2.221 -2.096 1.104
H 2.221 2.524 -2.918
H 3.308 1.137 -2.324
H -1.105 0.653 3.573
H -1.366 -1.049 2.926
H 0.794 1.090 0.397
H -0.147 -0.731 -1.736
```

Summary:
LUMO energy   -4.169 eV
Molecular weight   110.14 g mol⁻¹
Charge   +1
Orbital gap   9.2 eV

***

B | # C5H8N3

An isolated ion of composition C5H8N3 and charge +1 (wB97M-V/def2-TZVPD, OMol25).

Structure (XYZ):
```
16
Properties=species:S:1:pos:R:3
C -2.574 -0.384 -0.239
N -1.191 -0.202 0.093
C -0.670 1.132 0.314
C 0.640 1.305 0.108
C 1.557 -0.134 -0.026
N 2.860 0.007 -0.218
C 0.762 -1.288 0.219
N -0.511 -1.277 0.255
H -3.088 -1.194 0.329
H -3.003 0.671 -0.270
H -2.570 -0.784 -1.300
H -1.360 1.965 0.602
H 1.293 2.185 0.258
H 3.288 0.966 -0.211
H 3.574 -0.624 -0.380
H 0.992 -2.343 0.465
```

Summary:
LUMO energy   -4.769 eV
Molecular weight   110.14 g mol⁻¹
SMILES   Cn1ccc(=[NH2+])cn1
Charge   +1
Orbital gap   8.7 eV

***

C | # C5H8N3

An isolated ion of composition C5H8N3 and charge +1 (wB97M-V/def2-TZVPD, OMol25).

Structure (XYZ):
```
16
Properties=species:S:1:pos:R:3
C -2.147 1.461 -0.292
C -1.653 0.270 -0.162
C -0.681 0.166 1.019
N 0.586 -0.285 0.576
N 0.639 -1.516 0.216
C 1.729 -1.576 -0.666
N 2.349 -0.313 -0.659
C 1.679 0.475 0.047
H -2.818 1.738 -1.128
H -1.840 2.173 0.391
H -1.806 -0.546 -0.854
H -0.512 1.204 1.524
H -0.934 -0.586 1.796
H 1.283 -1.715 -1.627
H 2.317 -2.475 -0.304
H 1.808 1.525 0.123
```

Summary:
LUMO energy   -6.327 eV
Molecular weight   110.14 g mol⁻¹
SMILES   C=CC[N+]1=NCN=C1
Charge   +1
Orbital gap   8.5 eV

***

Preferred: B; penalty for the next structure: 25.9 kcal/mol.

***

A | # C2HCl2NO

A 2-piece molecular cluster, C2HCl2NO overall (wB97M-V/def2-TZVPD, OMol25).

Structure (XYZ):
```
7
Properties=species:S:1:pos:R:3
C -0.688 -1.758 -0.019
C -0.028 0.626 0.011
N -0.812 -2.879 -0.309
O 1.098 0.446 0.651
Cl -0.055 0.917 -1.703
Cl -1.185 1.526 0.949
H 1.671 1.122 0.419
```

Summary:
LUMO energy   -2.306 eV
Molecular weight   125.94 g mol⁻¹
Charge   0
Orbital gap   8.2 eV

***

B | # C2HCl2NO

A 2-piece molecular cluster, C2HCl2NO overall (wB97M-V/def2-TZVPD, OMol25).

Structure (XYZ):
```
7
Properties=species:S:1:pos:R:3
C 0.021 -1.125 0.199
C -2.555 0.361 0.208
N -0.728 -1.134 -0.678
O -1.596 -1.229 -1.468
Cl -3.391 0.891 -1.096
Cl -3.359 -0.798 1.103
H 0.921 -1.079 0.747
```

Summary:
LUMO energy   -0.462 eV
Molecular weight   125.94 g mol⁻¹
Charge   0
Orbital gap   8.5 eV

***

C | # C2HCl2NO

A 2-piece molecular cluster, C2HCl2NO overall (wB97M-V/def2-TZVPD, OMol25).

Structure (XYZ):
```
7
Properties=species:S:1:pos:R:3
C 1.477 -1.006 -0.399
C -1.313 1.418 0.872
N 0.621 -0.984 -1.191
O -1.339 0.143 0.949
Cl 2.792 -1.170 0.472
Cl -1.027 2.038 -0.710
H -1.210 -0.439 0.008
```

Summary:
LUMO energy   0.220 eV
Molecular weight   125.94 g mol⁻¹
Charge   0
Orbital gap   9.3 eV

***

Preferred: C; penalty for the next structure: 19.5 kcal/mol.

***

A | # C6H6N2O4

A 2-piece molecular cluster, C6H6N2O4 overall (wB97M-V/def2-TZVPD, OMol25).

Structure (XYZ):
```
18
Properties=species:S:1:pos:R:3
C 0.634 1.942 -0.264
C -0.330 0.916 -0.418
C 1.844 1.085 -0.003
C 0.171 -0.403 -0.134
C -2.710 -0.248 -0.869
C 2.545 -1.297 0.189
N 1.621 -0.209 0.194
N -3.613 0.015 -0.044
O -4.751 -0.350 0.172
O -3.246 0.885 1.025
O 3.049 1.595 -0.061
O -0.286 -1.498 -0.104
H -2.658 -0.893 -1.765
H 1.999 -2.166 0.328
H 3.303 -1.362 -0.570
H 3.114 -1.096 1.058
H 3.152 2.460 -0.483
H -3.838 0.623 1.749
```

Summary:
LUMO energy (alpha / beta)   -1.301 / -1.181 eV
Molecular weight   170.12 g mol⁻¹
Charge   0
Orbital gap (alpha / beta)   7.4 / 7.8 eV

***

B | # C6H6N2O4

A 2-piece molecular cluster, C6H6N2O4 overall (wB97M-V/def2-TZVPD, OMol25).

Structure (XYZ):
```
18
Properties=species:S:1:pos:R:3
C -0.955 -1.839 1.727
C -0.739 -0.750 0.934
C -1.111 -0.943 -0.521
C -1.394 -0.170 -1.551
N -1.369 1.218 -1.488
O -0.996 1.778 -2.534
O -1.604 1.788 -0.447
H -1.136 -2.844 1.376
H -0.727 -1.675 2.734
H -0.475 0.353 1.158
H -1.084 -2.129 -0.776
H -1.611 -0.409 -2.565
C 1.437 1.995 -0.331
C 2.186 1.241 0.149
N 2.805 0.186 0.794
O 2.300 -0.914 0.547
O 3.733 0.396 1.545
H 0.740 2.717 -0.752
```

Summary:
LUMO energy   -0.949 eV
Molecular weight   170.12 g mol⁻¹
SMILES   C=C/C=C\[N+](=O)[O-].C#C[N+](=O)[O-]
Charge   0
Orbital gap   9.0 eV

***

Preferred: B; penalty for the next structure: 22.6 kcal/mol.